A molecular structure, C17H19FN2O7RuS at a distorted geometry, computed with ωB97M-V with the def2-TZVPD basis set.

For the energy above the lowest of the compared OMol25 structures with the same formula, charge and spin, the calculation gives 0.000 eV. As for the charge: -1. As for the spin multiplicity: 2. The value obtained for the molar mass is 515.48 g mol⁻¹. For the orbital gap (spin up / spin down), the calculation gives 7.32 / 7.65 eV. The calculation puts the total energy at -51386.35181 eV.

Last column: Löwdin charge in e.
CARTESIAN COORDINATES (ANGSTROEM)
Ru 1.092 0.683 1.050  1.47
O -0.941 1.337 4.381  -0.31
S 0.196 1.112 3.524  0.28
O 1.472 1.062 4.221  -0.34
O 0.272 2.191 2.456  -0.41
O 0.045 -0.180 2.744  -0.41
C 1.609 3.276 -1.071  -0.17
O 1.739 3.064 0.323  -0.19
H 1.481 4.346 -1.281  0.08
H 0.767 2.717 -1.487  0.06
H 2.533 2.919 -1.525  0.08
H 0.909 3.304 0.767  0.06
F 2.202 0.369 -0.792  -0.51
N 5.278 -1.459 6.424  0.17
C 4.721 -1.096 5.484  -0.18
C 4.087 -0.674 4.306  -0.21
C 4.197 0.650 3.863  0.00
C 3.633 0.991 2.656  -0.11
N 3.010 0.101 1.876  -0.05
C 2.875 -1.164 2.307  -0.11
C 3.377 -1.589 3.510  0.01
H 4.716 1.385 4.457  0.12
H 3.686 2.000 2.261  0.13
H 2.354 -1.836 1.628  0.13
H 3.255 -2.613 3.829  0.12
C -4.770 -1.972 -4.509  -0.06
C -3.744 -1.451 -3.544  -0.28
C -4.097 -1.042 -2.268  -0.02
C -3.145 -0.591 -1.364  -0.20
C -3.530 -0.137 0.011  -0.02
C -1.810 -0.559 -1.759  -0.06
C -1.424 -0.971 -3.034  -0.20
C 0.014 -0.912 -3.447  -0.03
C -2.406 -1.408 -3.912  -0.02
C -0.788 -0.120 -0.738  -0.67
O -0.628 1.105 -0.532  -0.04
O -0.173 -1.008 -0.118  -0.03
H -5.779 -1.748 -4.171  0.07
H -4.678 -3.054 -4.610  0.08
H -4.624 -1.533 -5.495  0.07
H -5.132 -1.077 -1.962  0.11
H -4.533 -0.473 0.269  0.07
H -3.506 0.952 0.062  0.09
H -2.826 -0.506 0.757  0.09
H 0.281 0.106 -3.733  0.09
H 0.213 -1.566 -4.295  0.07
H 0.650 -1.190 -2.612  0.07
H -2.127 -1.740 -4.903  0.11